Here is a cluster of 3 separate species, C23H42FN2O4S in total in a non-equilibrium geometry from the OMol25 dataset. Energies are from the ωB97M-V functional and the def2-TZVPD basis.

Computed properties:
Highest occupied orbital energy, eV: -12.313
Charge: +1

The geometry in XYZ format:
```
73
Properties=species:S:1:pos:R:3:forces:R:3:lowdin_charge:R:1
C -1.5705 5.7310 4.1218 3.4 -2.0 -6.5 0.096
C -1.2426 5.3720 2.8871 -1.1 1.5 5.9 -0.108
C -0.6966 4.8940 1.4240 -0.4 1.4 2.2 -0.098
C 0.8684 4.5886 1.6176 1.3 -3.1 -0.9 -0.046
C 1.6278 3.2326 1.3213 -1.1 6.3 2.2 -0.024
C 1.1002 1.8354 0.7266 2.3 0.3 -0.1 -0.049
C 1.9634 1.5600 -0.6507 -0.1 -1.4 0.1 -0.155
O 2.4717 2.8206 -1.1906 1.8 -1.1 0.2 -0.104
C 3.8436 2.6988 -1.6229 2.0 -2.3 -4.3 -0.320
O 4.1530 2.0628 -2.6965 -2.1 3.2 5.7 0.074
C 5.0147 3.4129 -0.7507 -0.8 0.5 -0.2 -0.154
C 6.3895 3.6415 -1.5645 0.9 0.3 0.3 -0.106
N 2.9803 3.6222 1.7483 -1.5 1.4 0.5 0.102
C 3.1804 4.9685 2.2539 -3.5 -3.5 -1.9 0.051
N 1.8410 5.5518 2.1533 2.9 -2.6 -0.9 -0.112
S 1.6894 7.1884 2.7027 -3.9 5.0 5.5 0.868
O 1.7064 7.2090 4.2223 1.2 -1.0 -5.6 -0.263
O 0.4787 7.9140 2.1867 4.7 -3.1 -0.1 -0.236
F 3.1421 7.9545 2.2231 -2.9 -2.4 0.3 -0.186
H -1.4151 6.0202 5.2348 -0.8 -0.6 -2.6 0.084
H -0.8496 5.7884 0.6906 0.3 -1.8 1.2 0.139
H -1.3300 3.9716 1.1303 1.5 1.5 0.3 0.129
H 1.4540 1.0035 1.4634 -1.1 1.5 -1.2 0.129
H -0.0273 1.7990 0.5092 1.9 0.4 0.7 0.135
H 1.2857 0.9761 -1.3911 1.2 1.3 1.1 0.150
H 2.8711 0.8536 -0.4430 -1.7 1.2 -0.2 0.146
H 4.5459 4.4111 -0.3643 1.0 -1.7 -0.7 0.112
H 5.2598 2.7778 0.1785 -0.6 0.7 -1.4 0.106
H 6.4561 4.6994 -2.0526 -0.4 -2.1 0.7 0.097
H 7.2861 3.6093 -0.8150 -1.8 0.0 -1.2 0.089
H 6.6104 2.8148 -2.3447 -0.7 1.5 1.3 0.095
H 3.6934 2.8732 1.6789 -0.2 1.2 0.3 0.157
H 4.1689 5.4137 2.6271 -1.9 -0.7 -0.7 0.185
C 1.5649 -3.6141 4.1627 -0.1 0.1 0.2 -0.114
C 0.3791 -3.9883 3.2840 0.1 -0.1 0.0 -0.270
C 0.7748 -4.3428 1.8496 -0.2 0.0 -0.1 -0.222
C 1.4321 -3.2130 1.0514 0.2 0.0 0.1 -0.222
C 0.6036 -1.9323 0.9227 0.1 -0.1 0.0 -0.282
C -0.7120 -2.1353 0.1856 -0.1 0.2 0.0 -0.106
H 2.0680 -2.7137 3.8000 0.0 -0.1 0.0 0.060
H 1.2277 -3.4158 5.1840 0.1 0.0 -0.1 0.072
H 2.2949 -4.4273 4.2007 0.0 0.1 0.0 0.079
H -0.3539 -3.1753 3.2903 0.0 0.0 0.0 0.098
H -0.1210 -4.8556 3.7288 0.0 0.1 -0.1 0.110
H -0.1158 -4.6936 1.3170 0.1 0.0 0.0 0.104
H 1.4652 -5.1943 1.8725 -0.1 0.1 0.0 0.114
H 1.6608 -3.5882 0.0471 0.0 0.1 0.1 0.114
H 2.3980 -2.9609 1.5038 0.0 0.0 0.0 0.101
H 1.1980 -1.1912 0.3745 0.1 0.0 0.0 0.077
H 0.4088 -1.5018 1.9109 0.0 0.0 0.0 0.096
H -0.5395 -2.5328 -0.8185 0.0 0.0 0.1 0.073
H -1.2376 -1.1810 0.0853 -0.1 -0.1 -0.1 0.065
H -1.3731 -2.8218 0.7202 0.0 0.1 -0.1 0.074
C -2.2974 -4.3150 -3.2852 0.1 0.0 -0.2 -0.112
C -3.0800 -3.0228 -3.4703 0.0 0.0 0.1 -0.273
C -4.1736 -2.8201 -2.4199 -0.1 0.1 -0.1 -0.232
C -5.2823 -3.8770 -2.4121 0.1 -0.1 0.0 -0.228
C -6.0373 -4.0466 -3.7329 0.0 0.0 0.2 -0.271
C -6.7799 -2.7921 -4.1693 0.0 0.0 -0.2 -0.115
H -2.9366 -5.1939 -3.4002 0.1 0.0 0.0 0.070
H -1.5032 -4.3831 -4.0343 0.0 -0.1 0.1 0.072
H -1.8322 -4.3517 -2.2959 -0.1 -0.1 0.0 0.062
H -3.5052 -2.9922 -4.4782 0.0 0.0 0.1 0.101
H -2.3796 -2.1820 -3.4070 -0.1 0.0 0.0 0.099
H -4.6177 -1.8289 -2.5637 0.0 -0.1 0.0 0.100
H -3.7106 -2.8001 -1.4255 0.0 0.0 0.0 0.099
H -6.0003 -3.6174 -1.6254 0.0 0.0 -0.1 0.110
H -4.8599 -4.8462 -2.1238 0.0 0.1 0.0 0.102
H -6.7650 -4.8563 -3.6117 0.1 0.0 0.0 0.107
H -5.3530 -4.3634 -4.5265 0.0 0.0 0.1 0.100
H -7.4955 -2.4762 -3.4049 0.1 0.0 0.0 0.076
H -7.3348 -2.9855 -5.0914 0.0 0.1 0.1 0.072
H -6.0942 -1.9634 -4.3642 -0.1 0.0 0.0 0.065
```
Positions in Å, forces in eV/Å.